Entry from the OMol25 dataset: one molecule with the formula C13H24ClNO3S2 at a distorted geometry (the ωB97M-V functional and the def2-TZVPD basis).

Geometry as XYZ:
```
44
Properties=species:S:1:pos:R:3:nbo_charge:R:1
H -4.24346 -1.79074 -0.64710 0.21
H 2.29461 -0.93202 2.41377 0.21
H 2.33321 -2.70722 0.91840 0.21
C 1.43862 -2.70774 1.52771 -0.42
C 1.33599 -1.43780 2.38267 -0.61
O 0.21845 3.60061 2.06290 -0.52
H 1.48461 -3.58042 2.16459 0.21
N 0.36753 -0.30116 -1.19289 -0.52
H -0.45561 0.64833 -2.91867 0.19
H -0.91105 -1.84021 -3.28355 0.22
H 1.41761 1.31051 -2.08046 0.19
H -0.05195 1.64333 0.52746 0.22
C 0.43421 2.03015 -0.35990 -0.41
Cl -0.62346 0.44690 3.88974 0.29
C -0.77324 -0.00760 -2.10752 -0.21
O -0.64516 1.68658 2.75703 -0.51
C 0.23592 -2.86781 0.56914 -0.55
H -0.34867 2.40058 -1.01017 0.21
C -2.36497 -1.92341 -1.63840 -0.39
H -1.50072 0.54977 -1.52992 0.20
H 2.10809 0.72584 -0.58380 0.21
H 2.25897 3.16112 1.91717 0.19
C 0.19999 2.72187 3.06949 0.98
H 1.74990 4.71193 1.35319 0.20
H -2.65389 -2.90412 -1.99260 0.21
C -1.53273 -1.18190 -2.68945 -0.42
C 1.47693 3.66519 1.36408 -0.06
C 1.38722 3.19085 -0.07930 -0.43
S 2.46780 -1.27563 -2.57547 -0.01
H -1.77756 -1.98852 -0.73416 0.20
C 1.17356 0.91885 -1.09547 -0.21
H -4.21737 -0.90395 -2.16028 0.20
H -3.43006 -0.25562 -0.71175 0.20
C -3.63467 -1.15451 -1.28116 -0.61
H -2.25630 -0.74761 -3.37535 0.21
H -0.25963 -3.80623 0.79481 0.23
H 0.63671 -0.73785 1.94161 0.20
H -0.51131 -2.10579 0.74047 0.22
H 1.11828 4.05368 -0.67386 0.21
C 1.14637 -1.39406 -1.63572 -0.12
H 1.00939 -1.64956 3.38994 0.21
S 0.70506 -3.01872 -1.15931 0.32
O 0.80145 2.83613 4.12201 -0.57
H 2.39134 2.91798 -0.38989 0.21
```

Output
- structure (SMILES) = CCCCN(CCCCOC(=O)OCl)C(=S)SCCC
- multiplicity = 1
- lowest unoccupied orbital energy (eV) = -0.311
- energy (eV) = -55693.0028

Entry from the OMol25 dataset: C13H24EuI2O4S2V as an isolated structure at a distorted geometry (the ωB97M-V functional and the def2-TZVPD basis).

Geometry as XYZ:
```
47
Properties=species:S:1:pos:R:3:nbo_charge:R:1
V 0.07032 -0.92592 -0.39193 0.37
H 3.65765 -0.23854 -0.13664 0.23
H -5.17027 -0.09440 -2.81386 0.29
O 1.54836 1.13853 1.20184 -0.28
C -3.67949 1.38369 -0.88489 -0.67
H -2.97367 1.57427 -0.05762 0.25
C -3.52978 -0.04991 -1.39287 0.01
H -3.58196 0.31978 -3.56188 0.20
S 1.38212 -1.25893 -2.14568 -0.08
H -3.70161 -1.01174 0.57555 0.22
H 4.89979 -2.47577 -1.68812 0.29
C 3.28572 -1.11520 -2.09646 -0.01
C -1.90136 0.53919 2.74965 -0.08
H -2.23731 -0.46571 2.47576 0.16
C 3.80834 -2.45570 -1.60361 -0.66
I 0.08640 -2.93960 1.02116 0.71
H -2.75586 1.07553 3.17285 0.23
H -4.70115 1.51280 -0.49405 0.29
C 3.78131 0.01854 -1.20110 -0.64
H -1.14437 0.11783 4.71063 0.28
C -4.09112 -0.28569 -2.79984 -0.64
O 3.19574 3.69119 -2.43403 -0.27
H 4.70148 -0.92955 -3.71715 0.29
H -0.34126 1.46572 3.93373 0.24
C 3.61383 -0.90841 -3.57908 -0.65
H -3.89777 -1.33767 -3.04887 0.24
C 2.23435 3.15328 -2.75173 0.45
H -3.93826 -2.08565 -0.82148 0.23
H 3.55136 -2.60618 -0.55048 0.22
C -1.26155 3.85005 -2.56397 0.46
H -0.92803 1.87985 1.75294 0.49
H 4.86342 0.13762 -1.38864 0.30
H 3.39739 -3.28174 -2.19567 0.25
C -0.76494 0.47666 3.75092 -0.65
S -1.71740 -0.46424 -1.63325 -0.17
H 3.27558 0.97628 -1.39944 0.17
H 3.22467 0.03642 -3.98788 0.19
H 3.17468 -1.72055 -4.17849 0.25
H -3.50827 2.12391 -1.68302 0.20
Eu 0.10856 1.32503 -2.84156 1.57
H 0.03746 -0.18089 3.41100 0.17
H -5.20803 -0.91201 -0.37933 0.29
I -0.26198 0.89915 -5.77039 0.44
O -1.93309 4.64366 -2.06485 -0.28
O -1.55751 1.17950 1.51141 -0.73
C 0.91200 0.41536 0.50988 0.47
C -4.12414 -1.07462 -0.43685 -0.65
```

Output
- expectation value of S² = 20.0623
- multiplicity = 9
- lowest unoccupied orbital energy (spin up / spin down) (eV) = -16.129 / -17.040
- charge = +4
- energy (eV) = -104899.6538

Entry from the OMol25 dataset: a 3-piece molecular cluster, C13H24F5N3O8PS overall at a distorted geometry (the ωB97M-V functional and the def2-TZVPD basis).

Geometry as XYZ:
```
55
Properties=species:S:1:pos:R:3:nbo_charge:R:1
C 1.26694 -2.38559 0.29819 0.93
H -1.24682 -6.52197 2.39023 0.19
O 4.43682 1.39104 -2.06044 -0.90
N 0.45412 1.11811 1.10662 -0.55
H 0.01360 4.96435 -5.38375 0.22
F 1.80451 -3.23327 1.29254 -0.30
H 2.63358 -7.19461 6.67520 0.19
C 1.02605 0.27541 0.01724 -0.13
H 3.95716 0.84748 -2.72180 0.50
H -1.63907 3.16285 1.20896 0.46
C 1.59102 1.20776 -1.13484 -0.40
F 1.71074 -2.93836 -0.91762 -0.30
C -4.40867 5.93857 -3.64054 -0.07
H -5.02020 4.66612 -5.28126 0.23
C -5.39823 5.00932 -4.31603 -0.64
C 0.09680 2.37367 0.41426 0.76
H -0.22940 4.22633 1.32478 0.46
O 1.31538 -8.05957 5.33064 -0.49
H -4.83059 6.30090 -2.70107 0.19
O -3.19905 5.24025 -3.30683 -0.51
C 1.89283 -0.93180 0.58087 0.63
O 0.26011 -6.09636 5.75485 -0.65
H 1.11853 -7.83206 7.39685 0.20
H 2.92550 4.21116 -0.63922 0.52
H 0.56469 3.64207 -4.34519 0.17
H -6.35210 5.51412 -4.48002 0.23
H 1.12511 1.49096 1.80123 0.45
H 1.52566 0.70096 -2.14865 0.28
P 3.29112 2.02799 -0.95602 1.70
H -0.50021 -4.16770 2.34814 0.20
H -5.56790 4.11884 -3.70517 0.21
H 0.06835 -0.13643 -0.46702 0.25
H -1.47090 -5.82937 3.99044 0.20
C 0.12277 -4.92889 2.82221 -0.64
H -0.70596 3.32763 -5.54015 0.20
C 1.88597 -7.98944 6.63705 -0.26
H -4.19443 6.81504 -4.25691 0.20
H 0.02277 2.48644 -1.70767 0.46
S 3.97066 2.05584 0.86500 -0.53
F -0.11471 -2.43993 0.45155 -0.31
N 0.66550 2.38501 -0.90920 -0.57
C 0.53040 -7.01708 5.02430 0.98
F 3.21264 -0.97586 0.10007 -0.30
O -1.27810 4.37966 -3.84970 -0.52
F 2.00701 -0.84434 1.99631 -0.31
N -0.63183 3.32145 1.04000 -0.86
O 0.11426 -7.16823 3.75753 -0.49
C -0.30504 4.06972 -4.84675 -0.26
H 0.89781 -5.24175 2.11977 0.21
O -2.47686 5.45776 -5.44634 -0.62
H 2.37917 -8.94059 6.83704 0.20
H 0.63110 -4.47511 3.67582 0.23
C -0.71597 -6.11642 3.25390 -0.07
C -2.33309 5.07308 -4.31631 0.98
O 3.10047 3.66482 -1.43307 -0.96
```

Output
- multiplicity = 1
- lowest unoccupied orbital energy (eV) = -5.624
- charge = +1
- energy (eV) = -68425.2125

Entry from the OMol25 dataset: C13H24GaNO2S2Se2Si as an isolated structure (the ωB97M-V functional and the def2-TZVPD basis).

Geometry as XYZ:
```
46
Properties=species:S:1:pos:R:3:nbo_charge:R:1
S 3.18011 -2.43501 -0.27894 0.39
H 0.46502 -3.53498 0.21332 0.21
C -0.38293 1.73370 -1.33687 -0.49
H 4.77152 -1.12060 2.67104 0.22
H 3.62325 0.65016 1.27053 0.44
H -3.62741 5.12910 -3.25899 0.23
H 5.14780 -2.83355 1.03985 0.23
H -1.34741 -3.60921 3.46140 0.18
H 1.10222 -2.27612 2.09952 0.21
C -3.22876 4.22142 -2.80041 -1.10
Se -0.61294 -1.90898 -1.37534 -0.18
H 3.70339 -3.50699 1.82518 0.25
Se 0.31350 0.13267 1.83021 -0.23
C -0.77172 2.76350 -1.85030 -0.48
C -1.08493 -3.90581 2.44378 -0.05
N 3.73639 -0.32366 1.02330 -0.55
H -0.81740 3.65808 -4.94479 0.24
H 0.52533 4.53206 -4.20650 0.24
Si -1.37025 4.32432 -2.62373 1.60
H -1.23676 6.70303 -1.93581 0.23
H -4.00870 -2.30723 0.73319 0.48
O -3.26824 -2.82102 1.06552 -0.74
C 3.91073 -1.35075 2.04645 -0.23
C -0.93944 -2.63934 1.57211 -0.15
H -3.51319 3.37235 -3.42388 0.24
C -0.54096 -3.12183 0.17242 -0.55
H -3.70466 4.09581 -1.82650 0.24
H 0.20014 -5.20990 1.76892 0.47
H -1.89328 -4.52674 2.05367 0.19
H 0.18637 5.80673 -1.39069 0.24
C 0.14248 -1.78777 2.25046 -0.53
C 3.22647 -0.71398 -0.13129 -0.01
O 0.12239 -4.65762 2.55206 -0.73
H -2.52963 -1.60744 2.58976 0.17
H -1.22464 -3.91746 -0.12529 0.23
C -0.56138 4.50044 -4.30013 -1.10
H -1.34228 5.64145 -0.52587 0.24
C -2.28254 -1.92476 1.56789 -0.06
S 2.62618 0.34652 -1.29935 -0.11
H -0.04374 -1.77994 3.32570 0.22
Ga 0.23711 0.10031 -0.52275 0.91
H -0.88685 5.41833 -4.79477 0.23
C 4.10074 -2.65491 1.27889 -0.55
H -2.21775 -1.03133 0.94464 0.20
H 3.01309 -1.37714 2.66789 0.22
C -0.89641 5.75409 -1.51551 -1.10
```

Output
- multiplicity = 1
- lowest unoccupied orbital energy (eV) = -0.171
- energy (eV) = -232073.8910